# 1
Formula: C6H7N
Source: the OMol25 dataset
Level of theory: ωB97M-V with the def2-TZVPD basis set

Structure (XYZ):
```
14
Properties=species:S:1:pos:R:3:lowdin_charge:R:1
N -2.9877 0.1139 -0.8142 0.15
C -0.7439 -1.0437 -0.1390 -0.14
C -2.0155 -0.4217 -0.4908 -0.23
C 1.5135 -0.3030 -0.1641 -0.14
C 0.2778 -0.0955 0.5999 -0.34
C -0.0637 1.4186 0.7004 -0.05
C 2.3166 -0.5231 -1.0338 0.12
H -0.2266 1.7171 1.7407 0.08
H -0.9190 -1.9410 0.4630 0.12
H -0.9596 1.6866 0.1344 0.06
H -0.2919 -1.3921 -1.0735 0.11
H 2.9588 -0.7446 -1.8544 0.03
H 0.7655 2.0172 0.3142 0.08
H 0.3757 -0.4889 1.6172 0.13
```

The SMILES is C#C[C@@H](C)CC#N. As for the HOMO-LUMO gap: 11.21 eV.

***

# 2
Formula: C6H7N
Source: the OMol25 dataset
Level of theory: ωB97M-V with the def2-TZVPD basis set

Structure (XYZ):
```
14
Properties=species:S:1:pos:R:3:lowdin_spin:R:1
N 0.7685 -1.5609 -0.1990 0.38
C -0.5891 1.7651 -1.3728 0.00
C 0.0175 -2.1803 0.6652 1.30
C -0.0651 0.3333 0.9596 0.02
C 1.0350 -0.1714 0.0661 0.05
C -0.5497 -1.0024 1.6750 0.16
C -0.0577 0.8562 -0.2817 0.03
H 1.3436 -1.8818 -0.9238 0.02
H -1.0098 1.1478 -2.1383 0.00
H -1.6453 -0.8819 1.5640 0.02
H -0.3408 -1.2382 2.6250 0.01
H -1.3139 2.4687 -0.9658 0.00
H 2.0813 0.0579 0.0923 0.01
H 0.3255 2.2879 -1.7658 0.00
```

Its multiplicity is 3. As for the HOMO-LUMO gap (alpha / beta): 6.30 / 7.72 eV.

***

# 3
Formula: C6H7N2O
Source: the OMol25 dataset
Level of theory: ωB97M-V with the def2-TZVPD basis set

Structure (XYZ):
```
16
Properties=species:S:1:pos:R:3:lowdin_charge:R:1
O 1.0508 2.6080 -1.3539 0.23
N 1.0568 0.1123 -2.5384 0.31
N -0.3914 1.6523 0.1592 0.21
C 0.3239 -0.8648 -0.3874 -0.03
C 0.5987 -0.1800 -1.5167 -0.14
C -0.3363 -0.6043 0.7654 -0.23
C -0.7238 0.7198 1.0577 -0.04
C 0.2463 1.8356 -0.8517 -0.23
C -0.8689 -1.6703 1.7177 -0.02
H 1.7417 3.1882 -0.9877 0.20
H 0.6134 -1.9313 -0.4939 0.17
H -1.3060 -2.5557 1.2263 0.10
H -1.5492 -1.3466 2.5368 0.09
H -0.0022 -1.9960 2.4200 0.13
H -1.4687 0.9900 1.7642 0.12
H 1.0148 0.0429 -3.5177 0.14
```

The SMILES is C/C(C=C=N)=C/[N+]#CO. Its net charge is +1. As for the HOMO-LUMO gap: 6.85 eV.

***

# 4
Formula: C6H7N2OS
Source: the OMol25 dataset
Level of theory: ωB97M-V with the def2-TZVPD basis set

Structure (XYZ):
```
17
Properties=species:S:1:pos:R:3:lowdin_spin:R:1
S 1.2271 -2.2335 -2.1055 0.29
O -3.2515 1.5281 0.6615 0.00
N 0.6593 -0.3876 -0.4958 0.29
N -1.0051 0.7450 0.6612 0.02
C 0.6720 -0.3223 2.0736 0.02
C 0.4377 0.3593 0.7282 0.05
C -2.1037 1.1128 0.6519 0.01
C 0.9501 -0.6337 -2.7564 0.07
C 0.6693 0.2383 -1.7748 0.01
C 0.8839 -1.6812 -0.5181 1.22
H 0.1190 -1.2345 2.3251 0.01
H 1.5572 -0.7771 1.9515 0.01
H 0.9740 1.2069 0.6878 0.00
H -4.0059 0.7855 0.7223 0.00
H 0.6823 0.4212 2.8419 0.00
H 0.2989 1.1571 -1.9639 0.00
H 1.2354 -0.2841 -3.6904 0.01
```

Its multiplicity is 3. Its net charge is +1. As for the HOMO-LUMO gap (alpha / beta): 4.33 / 7.61 eV.

***

# 5
Formula: C6H7N2S2
Source: the OMol25 dataset
Level of theory: ωB97M-V with the def2-TZVPD basis set

Structure (XYZ):
```
17
Properties=species:S:1:pos:R:3:lowdin_charge:R:1
S 1.8981 2.3571 -0.1352 0.92
S -3.3409 0.3645 -0.5996 0.84
N 1.1820 0.7503 -0.1337 -0.32
N -1.0385 1.2404 0.6082 0.05
C -0.4834 -0.9971 0.3396 0.00
C -0.0914 0.3833 0.2358 -0.27
C -2.3111 1.1799 0.5408 -0.53
C 1.6727 -1.5176 -0.4692 -0.03
C 2.0754 -0.2156 -0.4310 -0.13
C 0.3888 -1.9370 -0.0528 -0.02
H -4.6218 0.9271 -0.1274 -0.01
H 0.0741 -3.0463 -0.0789 0.17
H -2.6346 1.8601 1.3260 0.10
H 3.0160 0.1760 -0.5902 0.07
H -1.3948 -1.1214 0.7424 0.07
H 3.1940 1.9404 -0.3891 -0.07
H 2.4154 -2.3440 -0.7856 0.16
```

Its net charge is +1. As for the HOMO-LUMO gap: 8.39 eV.

***

# 6
Formula: C6H7N3
Source: the OMol25 dataset
Level of theory: ωB97M-V with the def2-TZVPD basis set

Structure (XYZ):
```
16
Properties=species:S:1:pos:R:3:lowdin_charge:R:1
N 1.2899 3.2915 -0.3335 0.16
N -1.5109 1.1686 0.5945 0.14
N 0.1348 0.1001 -0.5751 -0.15
C 0.4340 2.4308 -0.3106 -0.09
C -0.6546 -1.0044 -0.0957 -0.22
C -0.4594 -1.0948 1.4285 -0.06
C -0.4041 1.2448 -0.0302 -0.38
C 1.3885 -0.1340 -1.1591 -0.05
C -1.6929 -0.3481 0.8190 -0.16
H -2.7515 -0.7815 1.0276 0.16
H 1.5497 0.9519 -1.5904 0.12
H -0.5799 -2.2518 1.8221 0.16
H 0.3701 -0.5417 1.7939 0.08
H -0.5427 -1.8460 -0.7669 0.14
H 2.0947 -0.6326 -0.4998 0.10
H 1.3343 -0.5530 -2.1243 0.07
```

The SMILES is CN1C(C#N)=N[C@@H]2C[C@@H]21. As for the HOMO-LUMO gap: 9.35 eV.

***

# 7
Formula: C6H7N3O
Source: the OMol25 dataset
Level of theory: ωB97M-V with the def2-TZVPD basis set

Structure (XYZ):
```
17
Properties=species:S:1:pos:R:3:lowdin_charge:R:1
O -0.6278 -2.0929 0.9173 0.14
N 0.5195 -0.4694 -1.0664 0.12
N 1.0086 1.5130 0.2041 0.14
N -0.8124 0.2008 0.7673 0.12
C 0.2940 0.3648 -0.0625 -0.35
C 2.2593 0.9196 -1.7548 -0.03
C -2.7098 -1.0857 1.6389 0.04
C -1.2441 -1.1041 0.9714 -0.47
C 1.4983 -0.3022 -1.9048 -0.11
C 2.0417 1.7385 -0.6188 -0.10
H 1.7821 -0.7961 -2.8472 0.11
H -2.8046 -0.8736 2.6623 0.07
H -2.9417 -1.9716 1.4067 -0.01
H 3.1011 0.8988 -2.4768 0.10
H -0.7217 0.8945 1.5142 0.16
H 2.6291 2.4341 -0.6157 0.01
H -3.2716 -0.2685 1.2649 0.07
```

The SMILES is CC(=O)Nc1ncccn1. As for the HOMO-LUMO gap: 9.80 eV.

***

# 8
Formula: C6H7N3O3
Source: the OMol25 dataset
Level of theory: ωB97M-V with the def2-TZVPD basis set

Structure (XYZ):
```
19
Properties=species:S:1:pos:R:3:lowdin_charge:R:1
O -1.4888 0.7295 0.6322 0.09
O 3.9686 0.1600 0.8513 0.04
O 4.2363 0.9292 -1.1384 0.07
N -0.9087 -1.0020 -0.6270 0.08
N 3.5647 0.3545 -0.2915 -0.44
N -2.1944 -0.8086 -0.8554 0.09
C 0.8434 -0.1779 0.8278 0.05
C -3.7106 1.0548 -0.0682 0.00
C -2.5420 0.2720 -0.2388 -0.35
C 2.4056 -0.2857 -0.6495 0.04
C -0.4724 -0.1725 0.2685 -0.31
C 1.7168 -1.2470 0.3516 -0.17
H -3.3875 2.0470 0.1286 0.09
H 1.8248 0.0540 -1.4765 0.12
H -4.4295 0.8521 -0.9456 0.14
H 2.4278 -1.7233 1.0577 0.13
H 1.0971 0.5272 1.5152 0.10
H -4.1683 0.5841 0.7642 0.09
H 1.2173 -2.1476 -0.1063 0.13
```

As for the HOMO-LUMO gap (alpha / beta): 7.52 / 7.12 eV.

***

# 9
Formula: C6H7N3O3S
Source: the OMol25 dataset
Level of theory: ωB97M-V with the def2-TZVPD basis set

Structure (XYZ):
```
20
Properties=species:S:1:pos:R:3:lowdin_charge:R:1
S 2.4691 0.1589 0.0357 0.55
O -1.5387 -1.8438 0.0275 -0.06
O 2.6359 0.7195 1.3810 -0.31
O 2.7305 1.0584 -1.0217 -0.29
N -0.6762 -2.8721 0.0636 0.14
N 3.3988 -1.1614 -0.3689 -0.08
N 0.9811 -0.5651 0.0371 -0.01
C -0.1092 0.1196 0.0975 -0.26
C -2.5934 1.4162 0.0878 -0.04
C -1.3755 -0.5551 -0.0049 -0.18
C -2.6576 0.1004 -0.0979 0.00
C -1.3161 2.1406 0.0622 -0.03
C -0.1012 1.5619 0.0470 -0.01
H -3.5452 -0.3855 -0.2051 0.09
H -1.2760 3.1549 0.0445 0.08
H -3.5837 1.8811 0.0229 0.12
H 2.8642 -2.0226 -0.3613 0.06
H 0.7132 2.2278 -0.0179 0.10
H 4.1435 -1.3805 0.2927 0.08
H -1.1634 -3.7533 -0.1216 0.06
```

As for the HOMO-LUMO gap (alpha / beta): 7.48 / 7.66 eV.

***

# 10
Formula: C6H7N3S
Source: the OMol25 dataset
Level of theory: ωB97M-V with the def2-TZVPD basis set

Structure (XYZ):
```
17
Properties=species:S:1:pos:R:3:lowdin_charge:R:1
S -2.5833 1.0198 -0.2039 0.94
N 1.2267 2.3504 -0.0015 0.06
N -0.8145 -0.8027 0.2391 -0.23
N 2.8240 -0.1839 -0.1194 0.11
C 1.3763 -0.1991 0.0722 -0.28
C -1.9822 -1.4635 0.0327 -0.15
C -3.0690 -0.6388 -0.1294 -0.39
C 0.4500 -1.2453 0.1326 -0.07
C 0.7585 1.0594 -0.0210 -0.15
C -1.0394 0.4958 0.4564 -0.35
H 3.1126 -1.0139 -0.4348 0.02
H -2.0351 -2.5139 0.2553 0.12
H 0.6159 -2.2678 0.3378 0.10
H 1.5374 2.5687 0.8857 0.06
H 2.9752 0.6657 -0.6146 0.06
H -4.0344 -0.8817 -0.3991 0.03
H 0.6813 3.0507 -0.4882 0.09
```

As for the HOMO-LUMO gap (alpha / beta): 7.43 / 7.43 eV.

***

# 11
Formula: C6H7N4
Source: the OMol25 dataset
Level of theory: ωB97M-V with the def2-TZVPD basis set

Structure (XYZ):
```
17
Properties=species:S:1:pos:R:3:lowdin_charge:R:1
N 0.4171 -0.2929 -0.5864 -0.03
N -1.1218 2.1738 0.6952 0.19
N -1.3969 -2.1865 0.3076 0.16
N 0.7848 3.0285 2.0468 0.21
C -0.0853 2.5483 1.4146 -0.40
C -0.3356 -2.4716 -0.4638 -0.06
C 1.4153 0.8093 -0.7986 0.08
C -0.6288 -0.0138 0.1334 0.08
C 0.6473 -1.6048 -0.8372 0.03
C -1.6119 -0.9068 0.5175 -0.06
H -2.0480 2.1058 1.1389 0.11
H -0.0056 -3.4477 -0.6298 0.12
H 2.2826 0.2580 -0.9619 0.08
H 1.5089 -2.0622 -1.3429 0.17
H -2.4961 -0.7895 1.1183 0.13
H 1.4043 1.4872 0.0131 0.05
H 1.2699 1.3649 -1.7649 0.14
```

Its net charge is +1. As for the HOMO-LUMO gap (alpha / beta): 7.80 / 8.65 eV.

***

# 12
Formula: C6H7N5
Source: the OMol25 dataset
Level of theory: ωB97M-V with the def2-TZVPD basis set

Structure (XYZ):
```
18
Properties=species:S:1:pos:R:3:lowdin_charge:R:1
N 2.0558 2.3695 -0.0214 0.25
N 4.2272 -1.3997 0.5146 0.16
N -0.2657 -0.7817 0.3697 -0.24
N 0.8796 -0.6833 1.1534 0.02
N 1.1109 0.6904 -2.2668 0.18
C -0.0759 -1.1783 -0.9906 -0.16
C 1.9491 1.2739 0.3505 -0.13
C 2.0890 -0.0486 0.5476 -0.29
C 3.2822 -0.7427 0.4924 -0.21
C 0.7066 -0.2080 -1.6888 -0.23
C -1.0257 0.4167 0.5065 -0.09
H 1.1990 -1.6694 1.1224 0.13
H -1.0029 0.9264 1.4065 0.07
H -0.7570 1.2396 -0.2374 0.09
H 1.5277 2.7363 -0.7964 0.09
H -0.9798 -1.3325 -1.4253 0.10
H -2.0642 0.2240 0.2206 0.09
H 0.4298 -2.2040 -1.0340 0.16
```

The SMILES is CN(CC#N)NC(=C=N)C#N. As for the HOMO-LUMO gap: 8.98 eV.

***

# 13
Formula: C6H7NO
Source: the OMol25 dataset
Level of theory: ωB97M-V with the def2-TZVPD basis set

Structure (XYZ):
```
15
Properties=species:S:1:pos:R:3:lowdin_charge:R:1
O -1.7466 -0.0813 -0.8045 -0.04
N -0.8669 1.9433 1.3213 0.18
C -1.6066 -1.0784 0.0522 -0.13
C -0.5260 0.6125 -0.8530 -0.13
C -0.1723 -1.4327 0.1833 -0.11
C 1.8768 0.2089 -0.0549 -0.03
C 0.4555 -0.1472 -0.2894 -0.24
C -0.8190 1.9768 0.1124 -0.22
H 0.0962 -2.2699 -0.4769 0.13
H 0.1137 -1.7152 1.1971 0.13
H -1.1368 2.7850 -0.5581 0.10
H 2.4645 0.1579 -0.9891 0.10
H 1.9763 1.2241 0.3294 0.08
H 2.3394 -0.4436 0.6724 0.08
H -2.4481 -1.7401 0.1578 0.11
```

As for the HOMO-LUMO gap (alpha / beta): 6.00 / 9.28 eV.

***

# 14
Formula: C6H7NO
Source: the OMol25 dataset
Level of theory: ωB97M-V with the def2-TZVPD basis set

Structure (XYZ):
```
15
Properties=species:S:1:pos:R:3:lowdin_charge:R:1
O -0.9798 0.8149 -1.2395 -0.07
N 0.3867 1.3560 -1.7394 0.14
C -1.2923 -0.7701 0.9356 -0.03
C -0.6385 0.3178 0.0234 -0.37
C 0.6367 -0.2463 -0.1407 -0.31
C -0.4362 -1.3465 1.7124 -0.07
C 0.9538 -0.8948 1.2178 -0.12
C 1.2253 0.8633 -0.9499 -0.12
H 1.5037 -0.2506 1.7919 0.08
H 0.5776 -1.1654 -0.8548 0.20
H 2.2639 1.2501 -1.1296 0.14
H -0.6393 1.2268 0.7706 0.20
H 1.5251 -1.7433 0.8000 0.12
H -2.2520 -0.9728 1.1705 0.07
H -0.5401 -1.8962 2.7522 0.15
```

The SMILES is C1=C[C@@H]2ON=C[C@H]2C1. As for the HOMO-LUMO gap: 10.61 eV.

***

# 15
Formula: C6H7NO
Source: the OMol25 dataset
Level of theory: ωB97M-V with the def2-TZVPD basis set

Structure (XYZ):
```
15
Properties=species:S:1:pos:R:3:lowdin_charge:R:1
O 2.8239 -0.7170 0.9417 0.13
N 1.8023 1.1377 -2.0365 0.14
C -0.8315 1.3941 1.5276 -0.11
C 2.3457 -0.0358 0.1143 -0.19
C -1.0055 -0.7164 -0.0138 -0.12
C -1.2992 -1.9562 -0.6991 -0.08
C -0.8357 0.2417 0.6651 -0.14
C 2.2574 0.3705 -1.1796 -0.13
H -1.8499 1.6041 1.8671 0.08
H 1.0575 1.7106 -1.8293 0.03
H -0.1580 1.4168 2.3492 0.06
H -2.0739 -2.4319 -0.1727 0.07
H -1.3268 -1.9549 -1.7374 0.05
H -0.6704 2.2884 0.7935 0.11
H -0.2358 -2.3518 -0.5900 0.11
```

The SMILES is N=C=C=O.CC#CC. As for the HOMO-LUMO gap: 7.59 eV.

***

Taking the records one at a time from the top gives ΔE to the lowest compared entry with this formula, charge and spin values of 2.623; 3.351; 3.818; 2.555; 1.477; 3.349; 2.200; 5.411; 2.837; 3.053; 4.696; 5.511; 5.697; 4.596; 5.236 eV.